*i*
Here is C8H14O as an isolated structure from OMol25. Energies are from wB97M-V/def2-TZVPD.

Structure (XYZ):
```
23
Properties=species:S:1:pos:R:3:lowdin_charge:R:1
C 1.91689 1.06776 -0.64839 -0.143
C 1.94518 -0.27392 0.26441 -0.160
C 0.34338 -0.30263 0.37953 -0.438
C -0.10746 -1.43638 1.16792 -0.063
C -0.11930 -1.69468 -0.42969 -0.214
C -0.68622 0.66934 0.81968 -0.284
C -1.12908 1.67974 -0.20715 -0.161
C -2.09117 0.56163 0.16440 -0.112
H 2.92791 1.40140 -0.87295 0.050
H 1.22268 1.77726 -0.08416 0.061
H 1.09624 0.68802 -1.47357 0.116
H 2.87407 -0.29647 1.35374 0.187
H 2.08409 -1.33725 -0.76019 0.184
H 0.54574 -2.11576 1.49478 0.056
H -1.05655 -1.47078 1.66072 0.114
H 0.61234 -2.48053 -0.97361 0.163
H -1.27356 -0.82979 -1.95806 0.184
H -0.46192 1.08945 1.76261 0.142
H -0.77395 1.67406 -1.27274 0.113
H -1.05312 2.60433 0.30067 0.082
H -3.11122 0.54646 1.06200 0.179
H -2.40479 -0.16384 -0.71419 0.111
O -1.30016 -1.35743 -1.03573 -0.167
```


*ii*
Here is one molecule with the formula C8H14O from OMol25. Energies are from wB97M-V/def2-TZVPD.

Structure (XYZ):
```
23
Properties=species:S:1:pos:R:3:lowdin_charge:R:1
C -0.79145 1.69047 2.22113 -0.109
C 0.39085 0.32864 0.78652 -0.327
C 1.64509 0.74283 1.57290 -0.027
C 0.29476 -0.22801 -0.39552 -0.222
C 1.28981 0.17562 -1.48129 -0.062
C -0.76787 -1.13539 -0.87087 -0.272
C -1.26487 -1.14575 -2.38353 -0.052
C -1.25468 -2.06577 -0.03314 0.051
H -0.50703 2.52936 1.63239 0.085
H -1.81842 1.84799 2.60196 0.112
H -0.08815 1.67615 3.00296 0.060
H 2.57562 0.36486 1.10807 0.079
H 1.62964 0.36571 2.62030 0.099
H 1.78241 1.87490 1.49201 0.104
H 0.76894 0.73565 -2.34046 0.091
H 2.13845 0.80048 -1.15673 0.069
H 1.76286 -0.66423 -2.06751 0.089
H -2.39285 -1.25759 -2.53175 0.096
H -0.86546 -0.29957 -2.94882 0.045
H -0.85473 -1.99271 -2.89300 0.055
H -0.90589 -2.11011 0.98215 0.063
H -2.03039 -2.74896 -0.41968 0.072
O -0.73664 0.51543 1.50191 -0.097
```

Computed properties:
- SMILES string = C=C(C)/C(C)=C(/C)OC


*iii*
Here is one molecule with the formula C8H14O from OMol25. Energies are from wB97M-V/def2-TZVPD.

Structure (XYZ):
```
23
Properties=species:S:1:pos:R:3:lowdin_charge:R:1
C 1.29416 0.86168 1.38104 -0.374
C 1.29944 -0.17552 2.49356 -0.068
C 0.76698 1.44054 -1.12396 -0.050
C -2.56479 -1.15330 -1.02251 -0.078
C 0.53144 0.45617 -0.03730 -0.220
C -1.08850 -1.02936 -1.25121 -0.330
C -0.23152 -0.59517 0.03904 -0.015
C -0.51899 -1.30225 -2.41837 0.026
O 0.72273 2.09287 1.77855 -0.045
H 0.84190 2.22987 2.72418 0.087
H 2.33521 1.05583 1.07434 0.131
H -0.43115 -1.22698 0.88766 0.098
H 0.29244 -0.32637 2.88090 0.081
H 1.92575 0.16485 3.32110 0.079
H 1.69949 -1.12023 2.13304 0.083
H -0.02223 1.38775 -1.86978 0.076
H 0.79910 2.43909 -0.68962 0.080
H 1.72419 1.25351 -1.61203 0.088
H -3.08145 -1.49220 -1.92108 0.073
H -2.98455 -0.19242 -0.72181 0.082
H -2.76869 -1.86688 -0.22292 0.076
H 0.53813 -1.16981 -2.58427 0.061
H -1.07910 -1.73169 -3.23856 0.059
```

Computed properties:
- SMILES string = C=C(C)/C=C(\C)[C@H](C)O


*iv*
Here is a 2-piece molecular cluster, C8H14O overall from OMol25. Energies are from wB97M-V/def2-TZVPD.

Structure (XYZ):
```
23
Properties=species:S:1:pos:R:3:lowdin_charge:R:1
C 1.36192 1.20932 -2.42871 -0.101
C 0.08164 1.72286 -1.94119 -0.384
C -0.26187 2.95787 -2.32598 0.039
C 0.19347 0.12165 -0.15765 -0.090
C -0.44059 1.21313 -0.65574 -0.059
C -0.15990 -1.46531 3.27126 -0.139
C 0.40304 -0.62967 2.21795 -0.194
C -0.40885 -0.42715 1.15968 -0.164
H 1.46507 0.77627 -3.41473 0.083
H 1.72612 0.26629 -1.87748 0.065
H 2.13090 1.89505 -2.02471 0.106
H -0.85903 3.71496 -1.82650 0.065
H 0.34740 3.35271 -3.16303 0.074
H 0.96920 -0.68433 -0.58123 0.143
H -1.18426 1.74473 -0.21201 0.084
H -0.39260 -2.41085 2.88488 0.024
H 0.67372 -1.87962 3.96761 0.114
H -1.04236 -0.99200 3.68796 0.086
H 1.53699 -0.44043 2.32004 0.139
H -1.56439 -0.46405 1.23061 0.152
H -0.80908 -3.25429 1.22790 -0.088
H -0.30495 -2.58108 0.06413 0.099
O -0.91324 -3.40744 0.35987 -0.052
```

Computed properties:
- SMILES string = C=C(C)/C=C/C=C/C.O


So which one wins? Going from most stable to least: *iii*, *ii*, *iv*, *i*.


*i*
Here is a 11-piece molecular cluster, H22O11 overall from OMol25. Energies are from wB97M-V/def2-TZVPD.

Structure (XYZ):
```
33
Properties=species:S:1:pos:R:3:lowdin_charge:R:1
O -13.60606 -5.27588 -21.39890 -0.070
H -13.17519 -4.41273 -21.54015 -0.008
H -12.88098 -5.89928 -21.29492 0.037
O -16.43583 -3.31318 -21.51178 -0.037
H -15.99767 -3.95584 -22.08679 0.058
H -16.46360 -3.74222 -20.64622 0.080
O -11.24573 -1.92817 -19.42878 -0.070
H -10.44787 -2.46598 -19.39254 0.031
H -11.31855 -1.64131 -20.36145 -0.022
O -14.12282 -1.18618 -21.34926 -0.054
H -15.06028 -1.41940 -21.32836 0.015
H -13.71066 -1.88680 -21.86872 0.010
O -16.09157 0.19632 -18.25757 -0.082
H -15.21843 0.52518 -18.01657 0.015
H -16.09429 0.22141 -19.22745 -0.027
O -15.01719 1.32781 -23.29312 -0.082
H -15.72055 1.08456 -23.90205 0.027
H -15.31269 0.98028 -22.43003 -0.014
O -18.22663 -1.42804 -22.61306 -0.060
H -17.65179 -2.21892 -22.54967 0.022
H -18.87333 -1.63701 -23.29424 0.057
O -13.65274 1.10631 -19.62147 -0.062
H -13.76703 0.20068 -19.96174 0.005
H -13.63827 1.65904 -20.40951 0.035
O -16.62158 0.26971 -21.10868 -0.070
H -17.27846 -0.33189 -21.52765 0.028
H -17.09335 1.10388 -20.98644 0.083
O -11.06926 -0.39059 -21.79333 -0.053
H -11.83283 -0.08146 -22.30474 0.062
H -10.76553 0.38988 -21.31319 0.075
O -12.14765 -3.08493 -22.36007 -0.053
H -11.44816 -2.41937 -22.43880 0.043
H -12.19420 -3.49921 -23.23292 0.079
```

Computed properties:
- SMILES string = O.O.O.O.O.O.O.O.O.O.O


*ii*
Here is a 11-piece molecular cluster, H22O11 overall from OMol25. Energies are from wB97M-V/def2-TZVPD.

Structure (XYZ):
```
33
Properties=species:S:1:pos:R:3:lowdin_charge:R:1
O 3.92223 4.30150 0.54601 -0.055
H 4.17556 3.58353 -0.03415 0.025
H 3.57366 3.86869 1.32538 0.027
O 2.22176 -2.21472 -5.54443 -0.055
H 2.33737 -3.05490 -5.98822 0.029
H 1.28862 -2.18094 -5.33385 0.027
O -3.29645 2.72878 -3.13358 -0.055
H -3.07582 2.38381 -3.99877 0.028
H -3.46468 3.65932 -3.28200 0.029
O 4.67452 0.59538 -2.33744 -0.053
H 3.82930 0.20707 -2.56339 0.025
H 5.02498 0.90918 -3.17108 0.029
O -1.65997 -5.82393 -0.13589 -0.054
H -1.23894 -4.98685 -0.33147 0.025
H -1.05439 -6.26350 0.46099 0.028
O -1.09272 -1.35551 5.03134 -0.055
H -0.93060 -2.29886 5.03704 0.028
H -1.80099 -1.22991 5.66285 0.028
O -3.04403 3.96417 2.63071 -0.053
H -3.13224 4.73250 2.06669 0.027
H -3.69706 3.34742 2.29995 0.026
O -0.11302 -0.47076 0.12120 -0.056
H -0.24977 -0.05750 0.97369 0.030
H -0.63760 0.05156 -0.48562 0.026
O -6.53922 0.74981 0.06367 -0.054
H -7.30017 1.26586 -0.20257 0.028
H -5.88775 0.91350 -0.61826 0.025
O 2.60096 1.79120 4.54453 -0.054
H 1.83542 1.23929 4.70445 0.025
H 3.31717 1.34485 4.99625 0.028
O 3.31249 -4.04594 -0.78388 -0.052
H 2.59043 -3.41856 -0.81940 0.024
H 3.51091 -4.23564 -1.70087 0.027
```

Computed properties:
- SMILES string = O.O.O.O.O.O.O.O.O.O.O


So which one wins? Going from most stable to least: *i*, *ii*.


*i*
Here is one molecule with the formula C3H6OS3 from OMol25. Energies are from wB97M-V/def2-TZVPD.

Structure (XYZ):
```
13
Properties=species:S:1:pos:R:3:lowdin_charge:R:1
C -0.09112 0.65669 -1.79741 -1.037
C -0.20290 -0.62470 2.12619 -0.168
C 0.38780 -0.09827 0.81202 -0.366
O -0.51992 -1.92038 -1.12119 -0.482
S 0.98888 -0.07901 -3.52531 0.228
S -0.59558 2.28957 -1.86094 0.796
S -0.70772 -0.56618 -0.62973 0.776
H -1.21637 -0.19012 2.45743 0.090
H -0.44336 -1.80515 2.15116 0.121
H 0.54647 -0.53960 2.94876 0.074
H 1.22687 -0.68868 0.57867 0.067
H 0.68544 0.95997 0.78129 0.092
H -0.05848 2.60587 -2.92095 -0.190
```


*ii*
Here is one molecule with the formula C3H6OS3 from OMol25. Energies are from wB97M-V/def2-TZVPD.

Structure (XYZ):
```
13
Properties=species:S:1:pos:R:3:lowdin_charge:R:1
C 0.60391 -0.53037 0.26123 -1.170
C -1.60593 -1.86458 0.33816 -0.416
C 0.35725 2.00198 -0.69322 -0.298
O 2.81220 1.00828 0.87003 -0.636
S 2.48675 -0.32783 0.32761 0.810
S 0.09897 -2.10411 -0.23855 0.788
S -0.51100 0.74919 0.33261 0.865
H -2.10498 -2.68948 -0.18337 0.047
H -1.99232 -0.94860 0.11647 -0.070
H -1.51137 -1.86169 1.41345 0.043
H 1.00445 2.51240 -0.08062 0.005
H -0.40312 2.60036 -0.96759 -0.006
H 0.76520 1.45444 -1.49622 0.039
```


So which one wins? Going from most stable to least: *ii*, *i*.


*i*
Here is a 2-piece molecular cluster, C2H2N2O3 overall from OMol25. Energies are from wB97M-V/def2-TZVPD.

Structure (XYZ):
```
9
Properties=species:S:1:pos:R:3:lowdin_charge:R:1
C -2.29128 -1.50832 -0.61210 -0.145
C -0.94361 -1.02361 -0.82591 -0.270
N -3.34251 -1.91449 -0.41233 0.182
N 1.76933 0.94012 0.69660 -0.106
O 1.06194 0.33857 1.43596 0.019
O 2.01014 2.24095 1.08199 0.006
O -0.65326 -0.06630 -1.48413 0.089
H -0.19646 -1.64016 -0.28963 0.123
H 2.58571 2.63325 0.40955 0.102
```

Computed properties:
- SMILES string = N#CC=O.O=NO


*ii*
Here is one molecule with the formula C2H2N2O3 from OMol25. Energies are from wB97M-V/def2-TZVPD.

Structure (XYZ):
```
9
Properties=species:S:1:pos:R:3:lowdin_charge:R:1
C -0.43944 0.12596 -0.03496 -0.485
C 1.73147 -0.03707 -0.07147 -0.499
H -1.84096 -1.31219 0.26622 0.133
H -2.45017 0.29782 0.08933 0.112
N -1.70546 -0.35286 -0.09123 0.176
N -0.04935 1.33144 -0.03600 0.151
O 1.37721 1.25853 -0.03362 0.078
O 2.82525 -0.52018 -0.01041 0.165
O 0.55144 -0.79146 -0.07786 0.168
```

Computed properties:
- SMILES string = Nc1noc(=O)o1


*iii*
Here is a 2-piece molecular cluster, C2H2N2O3 overall from OMol25. Energies are from wB97M-V/def2-TZVPD.

Structure (XYZ):
```
9
Properties=species:S:1:pos:R:3:lowdin_charge:R:1
C 1.39555 0.49051 0.39163 -0.154
C 1.47108 -0.89664 -0.11747 -0.222
N 1.32382 1.54947 0.81694 0.176
N -1.53512 0.37462 -0.72023 -0.077
O -1.74647 -0.70984 -1.24126 0.007
O -2.15198 0.59047 0.55288 -0.037
O 2.51441 -1.51282 -0.16791 0.090
H 0.52615 -1.36579 -0.38550 0.095
H -1.79744 1.48002 0.87092 0.123
```

Computed properties:
- SMILES string = N#CC=O.O=NO


*iv*
Here is one molecule with the formula C2H2N2O3 from OMol25. Energies are from wB97M-V/def2-TZVPD.

Structure (XYZ):
```
9
Properties=species:S:1:pos:R:3:lowdin_charge:R:1
C 0.34040 1.44617 -0.45858 -0.184
C 0.90842 0.49914 0.60665 -0.515
N -0.93874 -0.90965 0.14485 0.034
N -0.68127 1.19090 -1.05107 0.218
O -0.83053 -2.13632 -0.50986 -0.048
O 1.72721 0.86676 1.38298 0.153
O 0.29665 -0.64250 0.71576 0.031
H 0.91319 2.36658 -0.36457 0.128
H -1.73532 -2.68109 -0.46616 0.182
```


So which one wins? Going from most stable to least: *ii*, *i*, *iii*, *iv*.